Version w
Here is 7 unconnected molecules or ions with the total composition C28H77N7O7 from the Open Molecules 2025 dataset. Energies are from the ωB97M-V functional and the def2-TZVPD basis.

## Properties
* highest occupied orbital energy: -8.52 eV
* LUMO level: 0.52 eV
* SMILES string: COC[C@H](C)N.COC[C@H](C)N.COC[C@H](C)N.COC[C@H](C)N.COC[C@H](C)N.COC[C@H](C)N.COC[C@H](C)N

ORCA input file:
```
! RIJCOSX wB97M-V def2-TZVPD def2/J DEFGRID3
* xyz 0 1
O -11.51220 -16.50007 -13.94581
O -15.09748 -18.23452 -8.47768
O -12.19743 -15.66272 -8.10373
O -12.41953 -12.45443 -12.46595
O -9.08995 -18.04357 -7.66888
O -12.27576 -12.52791 -2.46742
O -15.82998 -13.42146 -7.68187
N -8.09251 -17.33861 -5.00697
N -15.94890 -17.08717 -10.97667
N -15.37688 -12.41446 -4.57516
N -9.44944 -10.12940 -12.02551
N -13.20746 -15.52786 -11.60292
N -11.80412 -19.24793 -13.64861
N -17.77294 -11.58696 -10.40846
C -11.06377 -14.93779 -10.64313
C -11.94261 -15.32655 -14.67459
C -10.52416 -18.56785 -13.83825
C -15.07854 -18.89535 -12.30255
C -9.56144 -19.64645 -14.34225
C -9.76642 -18.06562 -8.93756
C -16.10803 -12.43437 -8.72431
C -9.37887 -12.45379 -12.45150
C -12.76524 -15.25105 -6.92453
C -14.12568 -18.56010 -7.44566
C -13.96725 -12.33859 -4.27389
C -13.64220 -12.23889 -2.76505
C -10.23954 -11.17321 -12.60598
C -15.58814 -18.47546 -10.90997
C -9.83063 -17.21080 -6.69153
C -16.89387 -13.80894 -6.81509
C -16.88978 -13.82039 -10.69210
C -9.49602 -17.58737 -5.25582
C -10.58560 -17.29553 -14.64902
C -11.70076 -11.22697 -12.06799
C -13.43153 -11.20200 -5.08748
C -10.29853 -16.75602 -4.27594
C -13.03515 -15.22220 -9.16171
C -11.82004 -13.86886 -2.54434
C -13.81873 -12.33866 -12.46795
C -17.27614 -12.78577 -9.70529
C -14.53464 -18.64898 -9.72418
C -12.33430 -15.73382 -10.44081
H -14.64541 -18.31064 -6.52059
H -16.45037 -14.37344 -5.99487
H -11.74876 -11.05367 -10.99293
H -18.77693 -11.64688 -10.50075
H -12.65081 -14.18548 -6.72561
H -12.45290 -18.48453 -13.77664
H -9.59641 -18.66812 -5.15580
H -10.50266 -15.18833 -11.54339
H -9.64645 -16.74429 -14.69631
H -10.13894 -9.39231 -12.06291
H -9.22703 -12.68230 -11.39659
H -12.46319 -15.64568 -15.57750
H -9.43077 -18.86226 -9.60148
H -11.37459 -16.73510 -4.44846
H -13.55629 -18.17342 -9.79340
H -12.50974 -14.53731 -2.02898
H -13.13668 -14.13695 -9.16544
H -12.20288 -15.65601 -6.08319
H -10.82945 -14.04496 -2.12503
H -11.07356 -14.74266 -14.97778
H -10.83242 -18.29186 -8.96088
H -12.65285 -14.74464 -14.08718
H -14.27215 -11.47128 -12.94770
H -16.15336 -16.91554 -10.00258
H -8.61999 -19.18617 -14.64209
H -15.14875 -16.54963 -11.27820
H -10.36974 -15.15222 -9.83046
H -18.09368 -13.15548 -9.08639
H -8.75770 -9.73247 -12.64522
H -12.20280 -10.35309 -12.48320
H -12.09693 -16.79760 -10.42992
H -14.25164 -18.26083 -12.62151
H -9.86154 -13.32695 -12.89052
H -15.66307 -13.33938 -4.28756
H -10.05794 -20.23079 -15.11694
H -13.18187 -14.52849 -11.74676
H -13.81479 -15.51747 -6.79977
H -13.49451 -13.24181 -4.65966
H -15.20824 -12.19981 -9.29306
H -7.53490 -17.87904 -5.65281
H -9.71869 -16.14276 -6.87824
H -14.05171 -15.60966 -9.22938
H -15.42823 -12.56136 -5.57310
H -10.13425 -18.23636 -12.87586
H -13.94381 -19.63368 -7.39593
H -13.78711 -11.20937 -6.11783
H -14.08487 -12.22542 -11.41702
H -14.25519 -13.22090 -12.93618
H -17.26156 -12.96497 -6.23147
H -13.22178 -17.96830 -7.59000
H -11.97706 -19.76552 -14.49849
H -9.95162 -15.72727 -4.17885
H -17.55789 -14.50944 -7.32152
H -9.27407 -20.29816 -13.51715
H -10.20462 -17.35216 -3.36825
H -14.27305 -12.90289 -2.17409
H -8.47063 -12.31574 -13.03814
H -14.67839 -19.90924 -12.30516
H -13.76766 -10.25746 -4.65975
H -16.27499 -11.44765 -8.29232
H -13.90483 -11.27304 -2.33347
H -10.89973 -17.37374 -6.82787
H -15.80967 -18.79064 -13.10415
H -10.98058 -17.58980 -15.62139
H -10.26167 -10.99306 -13.68076
H -11.83218 -14.24622 -3.56686
H -17.64801 -14.06829 -11.43489
H -11.31911 -13.87812 -10.64245
H -16.68114 -14.65868 -10.02739
H -12.34239 -11.20806 -5.04469
H -15.99823 -13.53985 -11.25294
H -9.67057 -17.14899 -9.51955
H -14.30064 -19.71083 -9.64792
H -12.69881 -15.97915 -12.34972
H -7.89199 -16.38392 -5.26862
H -16.47221 -19.05052 -10.63457
H -17.51193 -11.72801 -11.37390
*
```

Results of the Mulliken charge analysis, in e, for atoms 1 through 99: atom 1 (O): -0.278, atom 2 (O): -0.419, atom 3 (O): 0.271, atom 4 (O): 0.021, atom 5 (O): -0.465, atom 6 (O): -0.394, atom 7 (O): 0.214, atom 8 (N): -0.807, atom 9 (N): -0.526, atom 10 (N): -0.848, atom 11 (N): -0.783, atom 12 (N): -0.067, atom 13 (N): -0.522, atom 14 (N): -0.827, atom 15 (C): -1.538, atom 16 (C): -0.756, atom 17 (C): 0.705, atom 18 (C): -0.694, atom 19 (C): -1.459, atom 20 (C): -0.419, atom 21 (C): -0.871, atom 22 (C): -1.139, atom 23 (C): -0.472, atom 24 (C): -0.511, atom 25 (C): 1.807, atom 26 (C): -0.817, atom 27 (C): 0.677, atom 28 (C): -0.011, atom 29 (C): 0.386, atom 30 (C): -1.238, atom 31 (C): -0.519, atom 32 (C): 0.380, atom 33 (C): -0.912, atom 34 (C): -1.073, atom 35 (C): -1.591, atom 36 (C): -1.505, atom 37 (C): -0.977, atom 38 (C): -0.402, atom 39 (C): -1.279, atom 40 (C): 0.608, atom 41 (C): -0.088, atom 42 (C): 0.854, atom 43 (H): 0.251, atom 44 (H): 0.272, atom 45 (H): 0.382, atom 46 (H): 0.298, atom 47 (H): 0.611, atom 48 (H): 0.136, atom 49 (H): 0.425, atom 50 (H): 0.291, atom 51 (H): 0.461, atom 52 (H): 0.260, atom 53 (H): 0.312, atom 54 (H): 0.406, atom 55 (H): 0.436, atom 56 (H): 0.346, atom 57 (H): -0.192, atom 58 (H): 0.367, atom 59 (H): 0.275, atom 60 (H): -0.656, atom 61 (H): 0.341, atom 62 (H): 0.351, atom 63 (H): 0.113, atom 64 (H): 0.065, atom 65 (H): 0.384, atom 66 (H): 0.246, atom 67 (H): 0.380, atom 68 (H): 0.161, atom 69 (H): 0.391, atom 70 (H): 0.441, atom 71 (H): 0.289, atom 72 (H): 0.596, atom 73 (H): 0.163, atom 74 (H): -0.423, atom 75 (H): -0.018, atom 76 (H): 0.373, atom 77 (H): 0.368, atom 78 (H): -0.170, atom 79 (H): 0.330, atom 80 (H): -0.743, atom 81 (H): 0.028, atom 82 (H): 0.346, atom 83 (H): 0.297, atom 84 (H): 0.372, atom 85 (H): 0.174, atom 86 (H): -0.014, atom 87 (H): 0.359, atom 88 (H): 0.304, atom 89 (H): 0.514, atom 90 (H): 0.305, atom 91 (H): 0.550, atom 92 (H): -0.024, atom 93 (H): 0.280, atom 94 (H): 0.411, atom 95 (H): 0.305, atom 96 (H): 0.344, atom 97 (H): 0.351, atom 98 (H): 0.352, atom 99 (H): 0.476

=====

Version x
Here is 7 unconnected molecules or ions with the total composition C28H77N7O7 from the Open Molecules 2025 dataset. Energies are from the ωB97M-V functional and the def2-TZVPD basis.

## Properties
* highest occupied orbital energy: -8.42 eV
* LUMO level: 0.57 eV
* SMILES string: COC[C@H](C)N.COC[C@H](C)N.COC[C@H](C)N.COC[C@H](C)N.COC[C@H](C)N.COC[C@H](C)N.COC[C@H](C)N

ORCA input file:
```
! RIJCOSX wB97M-V def2-TZVPD def2/J DEFGRID3
* xyz 0 1
O 22.37661 -16.07671 6.85383
O 24.13909 -11.87232 4.51978
O 26.23848 -17.73634 6.81707
O 23.94900 -9.59161 9.34791
O 29.15523 -6.28103 2.08372
O 23.01712 -11.53846 0.20383
O 18.64420 -11.14562 6.24780
N 26.31811 -6.03053 1.35515
N 24.02575 -12.10884 7.22395
N 25.07203 -14.86619 7.70889
N 18.32148 -14.15910 8.27073
N 21.91637 -8.04065 0.60719
N 19.47578 -16.89289 4.63769
N 22.98118 -6.08935 8.95351
C 18.83013 -12.53219 6.50157
C 23.74254 -12.25801 -0.75713
C 28.36217 -7.35003 1.59890
C 20.41196 -17.09295 5.75724
C 23.75068 -10.63403 10.27668
C 21.18463 -18.41822 5.64049
C 22.32452 -9.40872 1.00435
C 23.63825 -7.36346 8.59620
C 22.77441 -12.11090 6.44198
C 21.84242 -16.02007 8.18026
C 23.25253 -8.40145 9.62919
C 19.78639 -12.25472 8.85053
C 18.60390 -12.75282 7.98685
C 21.37509 -15.91571 5.87026
C 25.09130 -18.10828 7.55166
C 22.19039 -10.67679 6.43575
C 27.10708 -14.04739 6.67198
C 26.94363 -7.16514 2.10719
C 26.09235 -8.38227 1.81518
C 30.50863 -6.60720 2.17927
C 24.40644 -12.14562 3.16052
C 26.85926 -16.53548 7.23328
C 21.40700 -9.94843 2.09044
C 26.16170 -15.24433 6.79002
C 23.10891 -12.64429 5.06036
C 25.13478 -7.05570 8.62275
C 22.55012 -10.28914 -0.22988
C 18.66122 -10.88380 4.86142
H 25.48078 -6.68975 9.59176
H 26.66278 -9.28746 2.05964
H 23.23759 -9.73270 -0.88172
H 19.01424 -14.80039 7.89713
H 23.94732 -11.71322 8.15233
H 25.08715 -8.39673 2.22597
H 24.85968 -19.16917 7.47645
H 24.64683 -11.49959 6.69570
H 27.07397 -16.47444 8.30452
H 23.32450 -7.68634 7.59919
H 21.92549 -15.81094 4.92941
H 22.02994 -10.32665 7.45464
H 19.35809 -12.27023 9.85738
H 30.65050 -7.48720 2.82145
H 17.89344 -11.41858 4.28944
H 25.18327 -17.87577 8.61978
H 23.34965 -12.31445 -1.77781
H 26.91294 -6.83754 3.15034
H 19.82912 -17.14526 6.68365
H 22.84358 -9.97378 5.92119
H 19.86005 -17.39929 3.83902
H 24.64231 -11.19146 2.68581
H 21.47273 -17.00721 8.46255
H 24.73638 -11.81119 -0.89763
H 28.43120 -7.34941 0.50435
H 25.78304 -7.89140 8.34373
H 24.24059 -17.52674 7.18476
H 22.67915 -15.75170 8.82824
H 21.62892 -10.41743 -0.82155
H 25.99206 -8.46776 0.72857
H 31.10872 -5.80915 2.61501
H 28.76108 -8.33214 1.88000
H 23.62822 -10.27949 11.30528
H 21.19577 -8.15783 -0.10067
H 18.13764 -13.13157 5.90214
H 27.80686 -16.61632 6.69121
H 20.53150 -19.27410 5.46296
H 24.28523 -15.45263 7.43750
H 25.58359 -5.65486 1.95006
H 23.39030 -13.69843 5.22604
H 22.21869 -12.67748 4.41702
H 20.71175 -12.83318 8.85231
H 25.78979 -15.33273 5.75692
H 21.01839 -9.19349 2.77157
H 27.58572 -13.83062 7.63601
H 18.35895 -14.33054 9.27028
H 21.72102 -18.60996 6.57018
H 22.09904 -12.77188 6.99311
H 23.28868 -5.31368 8.37761
H 21.19131 -10.67306 5.98254
H 27.00562 -5.27603 1.32657
H 22.70444 -7.57041 0.17602
H 24.72053 -13.92727 7.44821
H 23.29617 -9.31627 1.49848
H 23.41302 -8.01967 10.64426
H 19.60914 -11.07984 4.35303
H 25.23223 -12.85048 3.04803
H 19.85184 -12.82513 6.22427
H 24.60542 -11.29899 10.15977
H 26.57424 -13.17033 6.31692
H 18.38440 -9.83161 4.78732
H 21.85200 -18.33026 4.77947
H 20.10519 -11.22608 8.66082
H 18.67267 -17.48502 4.84558
H 27.99231 -14.26021 6.06367
H 20.79580 -14.99219 6.00268
H 22.80503 -11.14171 10.02024
H 23.57601 -12.50515 2.54535
H 22.00840 -6.19356 8.65258
H 20.55187 -10.45247 1.62301
H 25.45147 -6.27191 7.92669
H 30.99148 -6.84604 1.22178
H 17.72295 -12.19383 8.30157
H 21.88347 -10.69637 2.72640
H 22.17034 -8.60761 9.57012
H 23.92204 -13.27564 -0.41595
H 21.11850 -15.20607 8.26171
*
```

Results of the Mulliken charge analysis, in e, for atoms 1 through 99: atom 1 (O): -0.016, atom 2 (O): -0.308, atom 3 (O): -0.413, atom 4 (O): -0.257, atom 5 (O): -0.328, atom 6 (O): -0.137, atom 7 (O): -0.420, atom 8 (N): -0.806, atom 9 (N): -0.353, atom 10 (N): -0.741, atom 11 (N): -0.734, atom 12 (N): -0.734, atom 13 (N): -0.697, atom 14 (N): -0.792, atom 15 (C): -0.087, atom 16 (C): -0.952, atom 17 (C): -0.936, atom 18 (C): 0.389, atom 19 (C): -0.770, atom 20 (C): -1.500, atom 21 (C): 1.637, atom 22 (C): 0.960, atom 23 (C): 1.737, atom 24 (C): -0.867, atom 25 (C): -0.906, atom 26 (C): -1.108, atom 27 (C): 0.496, atom 28 (C): -0.530, atom 29 (C): -0.227, atom 30 (C): -0.670, atom 31 (C): -1.729, atom 32 (C): 0.716, atom 33 (C): -1.489, atom 34 (C): -0.749, atom 35 (C): -0.738, atom 36 (C): -0.875, atom 37 (C): -1.351, atom 38 (C): 1.258, atom 39 (C): -0.414, atom 40 (C): -1.534, atom 41 (C): -0.902, atom 42 (C): -0.685, atom 43 (H): 0.363, atom 44 (H): 0.395, atom 45 (H): 0.407, atom 46 (H): 0.011, atom 47 (H): -0.189, atom 48 (H): 0.299, atom 49 (H): 0.357, atom 50 (H): 0.292, atom 51 (H): 0.385, atom 52 (H): 0.102, atom 53 (H): 0.554, atom 54 (H): -0.148, atom 55 (H): 0.535, atom 56 (H): 0.303, atom 57 (H): 0.389, atom 58 (H): 0.320, atom 59 (H): 0.373, atom 60 (H): 0.371, atom 61 (H): 0.297, atom 62 (H): 0.365, atom 63 (H): 0.310, atom 64 (H): -0.010, atom 65 (H): 0.353, atom 66 (H): 0.347, atom 67 (H): 0.365, atom 68 (H): 0.315, atom 69 (H): -0.125, atom 70 (H): 0.373, atom 71 (H): 0.313, atom 72 (H): 0.298, atom 73 (H): 0.274, atom 74 (H): 0.442, atom 75 (H): 0.339, atom 76 (H): 0.281, atom 77 (H): 0.573, atom 78 (H): 0.324, atom 79 (H): 0.456, atom 80 (H): 0.319, atom 81 (H): 0.252, atom 82 (H): 0.236, atom 83 (H): 0.481, atom 84 (H): 0.123, atom 85 (H): 0.108, atom 86 (H): 0.463, atom 87 (H): 0.376, atom 88 (H): 0.343, atom 89 (H): 0.246, atom 90 (H): -0.956, atom 91 (H): 0.272, atom 92 (H): -0.144, atom 93 (H): 0.279, atom 94 (H): 0.334, atom 95 (H): 0.207, atom 96 (H): -0.694, atom 97 (H): 0.509, atom 98 (H): 0.175, atom 99 (H): 0.336

=====

Ranked by calculated energy, most stable first: version x, version w.